Entry 1:
This record from the Open Molecules 2025 dataset describes a single C7H3NO5 molecule. The level of theory is ωB97M-V/def2-TZVPD.

Geometry as XYZ:
```
16
Properties=species:S:1:pos:R:3:forces:R:3:mulliken_charge:R:1
C 2.83877 -3.01647 -2.18461 -0.55 1.69 0.29 -0.06
C 2.37946 -1.95536 -1.91934 -0.63 -0.39 1.49 -0.42
C 1.53724 -0.91113 -1.44802 0.35 3.37 -4.83 0.55
O 1.33540 0.00815 -2.26125 -0.09 -1.52 2.62 -0.48
O 0.98253 -1.03379 -0.25985 1.84 -0.19 2.07 -0.34
C 0.13271 -0.08139 0.15377 -4.48 -0.75 -0.37 0.53
C -1.16850 -0.18768 -0.18285 -1.37 1.34 -0.50 -0.34
C -1.90230 0.81449 0.56369 -0.51 -1.50 -1.53 -0.30
C -0.97629 1.34373 1.36829 -2.59 0.63 -0.71 -0.04
N -1.29066 2.40126 2.29973 1.40 0.57 3.79 0.90
O -0.38228 2.59906 3.15416 -1.57 -0.06 -2.00 -0.52
O -2.41660 2.92916 2.38776 2.17 -1.41 -1.29 -0.53
O 0.18774 0.76147 1.17086 4.55 1.29 1.89 -0.31
H 3.23204 -3.91945 -2.35664 1.31 -2.70 -0.75 0.46
H -1.52715 -0.80366 -0.97086 -0.35 -0.38 -0.31 0.44
H -2.96210 1.05162 0.48516 0.52 0.01 0.13 0.46
```
Forces are in eV/Å.

Calculated values
- HOMO-LUMO gap: 9.17 eV
- SMILES: C#CC(=O)Oc1ccc([N+](=O)[O-])o1
- HOMO energy: -10.13 eV
- Lowest unoccupied orbital energy: -0.0355 hartree
- Charge: 0

Entry 2:
This record from the Open Molecules 2025 dataset describes a gas-phase ion, C5H13N2 (charge +2). The level of theory is ωB97M-V/def2-TZVPD.

Geometry as XYZ:
```
20
Properties=species:S:1:pos:R:3:forces:R:3:mulliken_spin:R:1
C -2.48734 0.20500 -0.37006 -0.04 1.73 1.34 0.01
C -1.63743 -0.40069 0.80669 -2.10 -0.38 -0.84 0.02
C -0.26201 -0.77367 0.12531 2.09 -0.94 -0.58 0.01
C 0.58176 0.41243 -0.25721 -0.80 -3.32 -5.79 -0.02
C 1.75405 0.72075 0.58953 1.01 3.57 1.05 0.02
N 2.57386 -0.45917 0.69369 -4.85 0.18 -2.26 0.83
N 0.54874 0.62139 -1.79854 1.04 1.52 5.32 0.00
H -3.26347 0.92517 0.06616 1.19 -0.75 -0.44 0.01
H -1.84795 0.76763 -1.10824 -0.99 -0.63 0.66 0.00
H -3.09069 -0.54281 -0.83319 -0.03 -0.65 -0.63 0.00
H -2.27855 -1.23930 1.34445 2.11 1.38 -1.11 0.00
H -1.31393 0.35781 1.48589 -0.50 0.41 0.93 0.00
H 0.37824 -1.43610 0.83226 -1.18 0.93 -0.31 0.02
H -0.37917 -1.35679 -0.82599 -0.52 0.47 0.68 0.00
H 2.37811 1.53188 0.11553 -0.22 -0.24 0.54 0.08
H 1.44807 1.11792 1.60666 0.50 -0.32 -0.70 0.04
H 1.87956 -1.09481 0.16784 2.80 -0.94 0.74 -0.01
H 2.86569 -0.70220 1.60281 1.52 -0.69 1.56 -0.01
H 1.02765 1.49423 -2.10940 -0.35 -0.54 0.46 0.00
H 1.12481 -0.14868 -2.13418 -0.69 -0.79 -0.62 0.00
```
Forces are in eV/Å.

Calculated values
- HOMO-LUMO gap (alpha / beta): 7.35 / 5.44 eV
- 2S+1: 2
- HOMO energy (alpha / beta): -19.61 / -19.55 eV
- Lowest unoccupied orbital energy (alpha / beta): -0.4505 / -0.5183 hartree
- ⟨S²⟩: 0.757
- Charge: +2

Entry 3:
This record from the Open Molecules 2025 dataset describes 2 unconnected molecules or ions with the total composition C13H19BO. The level of theory is ωB97M-V/def2-TZVPD.

Geometry as XYZ:
```
34
Properties=species:S:1:pos:R:3:forces:R:3:mulliken_charge:R:1
B 1.59181 1.22593 -1.52959 -0.21 -3.29 0.12 0.42
C 1.11464 1.10629 3.60162 0.61 0.36 -1.29 -0.63
C -0.00929 1.39000 2.85033 -1.11 0.06 0.25 -0.59
C 2.17160 0.35361 3.05328 -0.64 0.13 0.63 -0.36
C -0.16018 0.83181 1.57691 -0.03 0.67 0.54 -0.14
C 2.07582 -0.20803 1.79120 -0.75 -0.76 0.16 -0.58
C 0.86432 0.06416 1.06730 0.84 -1.22 -0.88 0.79
C -2.93165 -1.87200 -0.47522 -1.97 -1.00 -0.46 -0.66
C -2.90077 -0.82660 -1.59933 -2.87 0.74 0.83 -0.92
C -1.42029 -1.99902 -0.12309 0.34 -2.11 -0.99 -0.61
C -1.81962 0.09585 -1.17659 1.46 1.50 0.78 -0.13
C -0.68347 -0.90995 -0.91305 1.22 0.48 -0.63 -0.23
C 2.95718 0.96829 -2.24666 0.31 1.07 0.69 -0.81
C 0.69596 -0.48403 -0.30232 1.30 1.68 -2.19 -0.73
O 0.87538 2.29978 -1.61579 -2.08 1.37 0.89 -0.54
H 1.30433 1.60599 4.52238 -0.20 0.10 0.75 0.38
H -0.82886 1.99917 3.28311 0.65 -0.36 -0.32 0.34
H 2.97689 0.22519 3.76512 0.46 -0.38 -0.49 0.36
H -1.03280 1.00654 0.92500 0.84 0.12 1.04 0.07
H 2.79652 -1.02106 1.45579 -0.88 1.48 0.16 0.27
H -3.64619 -1.46635 0.33435 1.73 -0.27 -0.63 0.27
H -3.50794 -2.83840 -0.69394 1.22 1.10 -0.26 0.31
H -2.69473 -1.16948 -2.55339 0.99 -1.46 -1.85 0.43
H -3.89864 -0.37243 -1.83071 0.58 0.06 0.85 0.36
H -1.44273 -1.78836 0.90373 0.96 0.29 1.64 0.23
H -0.88428 -3.02204 -0.28532 -1.39 1.55 0.32 0.34
H -1.43805 0.76308 -2.00090 -0.83 0.00 1.16 0.23
H -2.07380 0.59920 -0.16484 -0.01 -0.40 -2.25 0.27
H -0.37121 -1.20406 -1.97658 -0.60 -0.34 1.43 0.33
H 3.59411 1.08964 -1.31183 0.06 -0.80 -1.26 0.26
H 3.30671 1.72793 -3.00251 -0.55 -0.49 0.84 0.27
H 2.94818 -0.00107 -2.73710 0.53 -0.26 0.49 0.26
H 1.44098 -1.29048 -0.50629 -0.54 0.60 0.12 0.42
H 1.03009 3.12090 -2.08508 0.55 -0.20 -0.19 0.34
```
Forces are in eV/Å.

Calculated values
- HOMO-LUMO gap: 7.63 eV
- HOMO energy: -7.36 eV
- Lowest unoccupied orbital energy: 0.0101 hartree
- Charge: 0

It is found that the maximum force values, taken in the order of the records, are 0.115 0.131 0.064 Eh/bohr.
It is found that the ΔE to the lowest compared entry with this formula, charge and spin values, taken in the order of the records, are 640.9 714.3 78.3 kJ/mol.
It is found that the electronic energy values, taken in the order of the records, are -19027.5646 -8351.0172 -16511.2077 eV.